Entry 1:
C40H44Br2N6O3STl | wB97M-V/def2-TZVPD

Properties
Strongest force on any atom, eV Å⁻¹: 3.10
Energy above the lowest of the compared OMol25 structures with the same formula, charge and spin, kcal/mol: 12.6
Total energy, eV: -212881.7340
Orbital gap (spin up / spin down), eV: 5.541 / 4.668
Lowest unoccupied orbital energy (spin up / spin down), hartree: -0.1578 / -0.1899

Geometry as ORCA input:
```
! RIJCOSX wB97M-V def2-TZVPD def2/J DEFGRID3
* xyz 1 1
Tl -6.52 -0.86 18.45
C -0.69 0.90 23.07
C -1.84 1.07 22.00
C -3.00 0.12 22.29
C -2.38 2.52 22.07
C -1.57 3.59 22.57
C -2.08 4.87 22.77
C -3.44 5.17 22.42
C -3.98 6.54 22.59
C -4.18 4.11 21.96
C -3.72 2.83 21.83
H -0.37 -0.16 23.19
H -1.17 1.21 24.00
H 0.19 1.51 22.88
H -1.51 0.89 21.01
H -3.50 0.38 23.21
H -2.64 -0.92 22.42
H -3.67 0.02 21.43
H -0.53 3.40 22.71
H -1.46 5.62 23.12
H -3.54 7.05 23.47
H -5.06 6.54 22.79
H -3.75 7.21 21.77
H -5.21 4.36 21.69
H -4.39 2.07 21.60
C -7.80 -1.47 23.79
C -7.41 -2.75 23.10
C -8.05 -3.97 23.54
C -7.69 -5.18 22.97
C -6.59 -5.21 22.02
C -6.00 -6.44 21.61
Br -6.29 -8.03 22.52
C -5.19 -6.45 20.44
C -4.90 -5.31 19.83
Br -3.89 -5.54 18.23
C -5.11 -3.92 20.42
O -4.47 -2.93 20.07
C -6.09 -3.94 21.53
N -6.48 -2.76 22.10
H -8.66 -1.72 24.44
H -8.06 -0.72 23.02
H -6.99 -1.10 24.47
H -8.83 -3.83 24.33
H -8.23 -6.09 23.23
H -4.88 -7.41 20.07
O -8.97 0.97 17.77
S -8.59 1.53 16.46
O -9.48 1.19 15.33
N -7.02 1.00 16.29
C -6.36 0.98 15.12
C -6.79 1.52 13.89
C -6.03 1.45 12.75
C -4.84 0.74 12.73
C -4.36 0.08 13.85
C -3.21 -0.73 13.86
C -2.74 -1.24 15.08
C -3.43 -0.85 16.24
N -4.60 -0.23 16.29
C -5.08 0.22 15.12
C -8.61 3.32 16.70
C -9.70 3.83 17.38
C -10.09 5.19 17.28
C -9.39 6.04 16.43
C -8.28 5.51 15.68
C -7.82 4.22 15.95
H -7.79 1.88 13.85
H -6.33 2.02 11.91
H -4.22 0.66 11.84
H -2.62 -0.84 12.96
H -1.89 -1.87 15.15
H -2.99 -1.19 17.19
H -10.27 3.11 17.92
H -11.02 5.50 17.83
H -9.57 7.10 16.39
H -7.77 6.02 14.92
H -6.88 3.87 15.57
C -10.71 -4.16 15.91
N -10.25 -3.09 16.77
C -11.06 -1.91 16.72
C -8.93 -3.00 17.17
N -8.41 -1.87 17.52
N -8.08 -4.10 17.09
C -6.65 -3.89 16.94
C -8.49 -5.35 17.69
H -11.50 -3.79 15.34
H -11.23 -4.98 16.43
H -9.86 -4.60 15.26
H -10.78 -1.23 17.52
H -12.09 -2.17 16.78
H -10.95 -1.51 15.67
H -8.89 -1.04 17.26
H -6.39 -2.98 16.39
H -6.18 -4.77 16.52
H -6.14 -3.78 17.95
H -9.46 -5.15 18.27
H -7.83 -5.72 18.55
H -8.75 -6.16 17.02
*
```

---

Entry 2:
C40H44Cl2N3O2P2Se3Si2TeZr | wB97M-V/def2-TZVPD

Properties
Strongest force on any atom, eV Å⁻¹: 1.66
Total energy, eV: -314759.5925
Orbital gap, eV: 5.045
Lowest unoccupied orbital energy, hartree: 0.0533

Geometry as ORCA input:
```
! RIJCOSX wB97M-V def2-TZVPD def2/J DEFGRID3
* xyz -1 1
Zr -0.13 0.48 1.30
C -0.75 3.54 -2.31
Si -1.23 1.75 -1.99
C -1.35 0.92 -3.68
C -2.92 1.69 -1.21
N -0.10 0.99 -0.91
P 1.18 0.00 -1.09
C 1.14 -1.22 0.12
P -0.38 -2.07 0.14
N -1.53 -1.11 0.82
Si -3.08 -1.54 1.56
C -4.17 -2.55 0.40
C -4.03 0.05 1.86
C -2.89 -2.49 3.15
C -1.03 -2.72 -1.43
C -0.45 -3.85 -2.02
C -0.89 -4.30 -3.24
C -1.92 -3.64 -3.90
C -2.50 -2.52 -3.33
C -2.05 -2.06 -2.10
C -0.19 -3.58 1.13
C 0.82 -3.63 2.09
C 0.85 -4.67 3.00
C -0.09 -5.69 2.94
C -1.05 -5.68 1.94
C -1.11 -4.62 1.05
C 2.67 1.02 -0.79
C 3.92 0.42 -0.69
C 5.05 1.19 -0.45
C 4.93 2.57 -0.32
C 3.69 3.18 -0.43
C 2.56 2.40 -0.67
C 1.58 -0.44 -2.82
C 1.80 0.57 -3.75
C 2.16 0.26 -5.05
C 2.32 -1.07 -5.42
C 2.14 -2.08 -4.49
C 1.76 -1.76 -3.19
H -1.59 4.05 -2.79
H 0.12 3.63 -2.96
H -0.54 4.07 -1.38
H -2.39 0.92 -4.00
H -1.01 -0.12 -3.67
H -0.76 1.44 -4.43
H -3.69 1.76 -1.98
H -3.07 2.50 -0.51
H -3.07 0.75 -0.67
H -4.40 -2.02 -0.53
H -5.11 -2.74 0.93
H -3.75 -3.52 0.14
H -3.47 0.95 1.61
H -4.30 0.13 2.92
H -4.95 0.07 1.27
H -3.70 -3.23 3.23
H -2.95 -1.83 4.01
H -1.95 -3.03 3.22
H 0.35 -4.37 -1.50
H -0.44 -5.18 -3.69
H -2.27 -3.99 -4.86
H -3.29 -1.99 -3.84
H -2.49 -1.18 -1.64
H 1.57 -2.86 2.11
H 1.60 -4.67 3.78
H -0.08 -6.49 3.67
H -1.77 -6.49 1.86
H -1.88 -4.61 0.28
H 4.01 -0.65 -0.78
H 6.01 0.72 -0.36
H 5.81 3.17 -0.13
H 3.59 4.25 -0.33
H 1.59 2.87 -0.76
H 1.68 1.61 -3.46
H 2.31 1.05 -5.77
H 2.61 -1.31 -6.44
H 2.28 -3.11 -4.78
H 1.63 -2.54 -2.46
Se -1.36 1.08 3.85
Se -2.72 0.52 5.62
Te 0.76 -1.79 5.86
Se 0.13 -0.84 3.62
O 1.15 1.98 2.23
C 0.39 2.96 2.02
N -0.80 2.79 1.44
C -1.37 4.06 1.23
O -2.45 4.30 0.76
C -0.36 5.08 1.71
C -0.36 6.46 1.63
C 0.77 7.12 2.12
C 1.84 6.42 2.67
C 1.82 5.02 2.74
C 0.71 4.39 2.24
H -1.18 6.99 1.18
H 0.82 8.20 2.06
H 2.69 6.96 3.04
H 2.65 4.46 3.16
Cl 4.61 -1.84 4.48
C 3.97 -0.27 3.95
Cl 3.33 -0.33 2.32
H 4.80 0.43 3.97
H 3.17 0.02 4.63
*
```

---

Entry 3:
C40H44CuFN3O4PS | wB97M-V/def2-TZVPD

Properties
Strongest force on any atom, eV Å⁻¹: 3.78
Energy above the lowest of the compared OMol25 structures with the same formula, charge and spin, kcal/mol: 12.5
Total energy, eV: -122326.5131
Orbital gap (spin up / spin down), eV: 5.593 / 6.870
Lowest unoccupied orbital energy (spin up / spin down), hartree: -0.1118 / -0.1118

Geometry as ORCA input:
```
! RIJCOSX wB97M-V def2-TZVPD def2/J DEFGRID3
* xyz 1 2
Cu 0.76 1.35 -1.84
F -5.47 0.48 1.33
C -4.26 0.62 1.95
C -3.15 0.93 1.20
C -1.89 1.12 1.79
C -0.72 1.34 0.93
O -0.83 1.34 -0.31
C 0.51 1.46 1.64
C 0.55 1.26 2.96
N -0.55 1.10 3.79
C -0.49 1.18 5.22
C 0.31 2.38 5.73
C -1.17 2.36 5.84
C -1.78 0.92 3.19
C -2.91 0.52 3.89
C -4.15 0.42 3.33
N -5.34 -0.03 4.05
C -6.20 1.22 4.37
C -7.54 0.68 4.87
N -7.24 -0.63 5.65
C -7.00 -1.69 4.69
C -6.10 -1.10 3.56
C 1.88 1.62 0.98
O 2.88 1.89 1.69
O 1.92 1.33 -0.25
H -3.28 0.93 0.13
H 1.50 1.34 3.48
H -0.41 0.24 5.71
H 0.77 2.97 4.97
H 0.93 2.22 6.58
H -1.72 3.05 5.15
H -1.60 2.22 6.82
H -2.75 0.30 4.89
H -6.40 1.86 3.51
H -5.68 1.80 5.15
H -8.25 0.42 4.03
H -8.09 1.39 5.52
H -7.99 -0.85 6.29
H -6.41 -0.58 6.15
H -7.98 -1.93 4.32
H -6.63 -2.60 5.22
H -6.82 -0.81 2.71
H -5.43 -1.82 3.10
C 0.28 -2.20 -3.09
C 1.68 -2.60 -2.93
C 2.05 -3.98 -3.01
C 3.41 -4.34 -2.91
C 4.41 -3.39 -2.88
C 4.06 -2.06 -2.92
C 2.72 -1.65 -2.87
P 2.31 0.14 -3.01
C 3.86 1.06 -2.79
C 4.39 0.87 -1.50
C 5.53 1.53 -1.14
C 6.22 2.29 -2.08
C 5.68 2.43 -3.35
C 4.47 1.90 -3.72
C 4.00 2.11 -5.20
C 1.61 0.21 -4.68
C 2.12 -0.46 -5.80
C 1.46 -0.41 -7.00
C 0.29 0.34 -7.05
C -0.12 1.15 -5.99
C 0.48 1.00 -4.72
C 0.09 1.93 -3.60
H -0.39 -2.95 -2.85
H 0.00 -1.84 -4.11
H 0.23 -1.38 -2.41
H 1.28 -4.65 -2.98
H 3.77 -5.39 -2.92
H 5.45 -3.75 -2.87
H 4.88 -1.38 -2.87
H 3.87 0.29 -0.74
H 5.96 1.30 -0.14
H 7.17 2.70 -1.86
H 6.28 3.02 -4.09
H 4.64 2.90 -5.59
H 2.93 2.34 -5.19
H 4.17 1.26 -5.83
H 3.08 -0.89 -5.67
H 1.85 -0.89 -7.92
H -0.29 0.40 -7.96
H -0.92 1.85 -6.24
H -1.00 2.16 -3.59
H 0.65 2.80 -3.75
C 1.51 -3.87 0.33
S 1.33 -2.01 0.26
C 2.80 -1.58 1.16
O 0.19 -1.63 1.11
H 1.61 -4.17 1.36
H 2.27 -4.09 -0.38
H 0.62 -4.29 -0.10
H 3.66 -1.88 0.60
H 2.83 -2.04 2.17
H 2.84 -0.45 1.31
*
```

---

Entry 4:
C40H44Ge2N5Sr | wB97M-V/def2-TZVPD

Properties
Strongest force on any atom, eV Å⁻¹: 0.36
Energy above the lowest of the compared OMol25 structures with the same formula, charge and spin, kcal/mol: 0.0
Total energy, eV: -163512.5179
Orbital gap (spin up / spin down), eV: 6.728 / 4.302
Lowest unoccupied orbital energy (spin up / spin down), hartree: 0.0017 / -0.0872

Geometry as ORCA input:
```
! RIJCOSX wB97M-V def2-TZVPD def2/J DEFGRID3
* xyz 0 2
Sr -0.99 0.57 0.84
C -1.53 -2.42 3.12
N -1.05 -1.05 2.88
C -0.28 -0.55 3.79
C 0.36 0.72 3.77
C 1.15 1.22 4.82
C 1.60 2.47 4.42
C 1.08 2.67 3.14
N 0.33 1.63 2.73
C -0.48 -3.46 2.82
C -0.01 -4.30 3.82
C 0.98 -5.24 3.56
C 1.52 -5.33 2.28
C 1.06 -4.50 1.27
C 0.06 -3.57 1.54
H -2.40 -2.59 2.48
H -1.86 -2.53 4.15
H -0.07 -1.14 4.69
H 1.35 0.71 5.75
H 2.23 3.15 4.97
H 1.24 3.53 2.51
H -0.43 -4.22 4.82
H 1.33 -5.89 4.35
H 2.30 -6.06 2.08
H 1.49 -4.55 0.28
H -0.28 -2.91 0.75
C -4.06 0.44 0.75
C -3.78 1.52 1.60
C -3.39 1.31 2.95
C -2.96 2.35 3.74
C -2.94 3.65 3.23
C -3.36 3.89 1.91
C -3.77 2.85 1.11
C -2.48 4.74 4.03
N -2.11 5.62 4.67
H -4.30 0.59 -0.29
H -4.01 -0.58 1.11
H -3.39 0.30 3.35
H -2.63 2.17 4.75
H -3.34 4.90 1.53
H -4.06 3.04 0.09
C 0.54 -2.88 -4.79
Ge -0.44 -2.55 -3.12
C -0.70 -4.29 -2.23
C -2.24 -1.94 -3.65
Ge 0.50 -0.95 -1.53
C 1.25 0.50 -2.68
C 2.31 1.29 -2.20
C 2.81 2.35 -2.94
C 2.28 2.66 -4.18
C 1.23 1.89 -4.68
C 0.73 0.83 -3.93
C 2.16 -1.82 -0.85
C 2.86 -2.78 -1.58
C 4.00 -3.39 -1.07
C 4.47 -3.05 0.19
C 3.80 -2.09 0.93
C 2.66 -1.49 0.42
H -0.09 -3.43 -5.49
H 1.44 -3.47 -4.60
H 0.85 -1.94 -5.25
H -1.25 -4.97 -2.89
H -1.27 -4.17 -1.31
H 0.26 -4.74 -1.99
H -2.71 -2.68 -4.30
H -2.20 -0.99 -4.20
H -2.88 -1.80 -2.77
H 2.75 1.06 -1.24
H 3.64 2.93 -2.56
H 2.68 3.48 -4.77
H 0.81 2.12 -5.65
H -0.09 0.24 -4.34
H 2.51 -3.05 -2.57
H 4.52 -4.14 -1.66
H 5.36 -3.52 0.59
H 4.16 -1.81 1.92
H 2.13 -0.76 1.03
C 1.23 5.56 -1.43
C 0.22 4.47 -1.45
C -0.55 3.96 -2.47
C -1.27 2.89 -1.90
N -0.98 2.76 -0.62
N -0.08 3.74 -0.36
C -2.25 1.98 -2.56
H 1.27 6.04 -2.40
H 2.22 5.16 -1.20
H 0.98 6.32 -0.68
H -0.56 4.28 -3.50
H 0.33 3.80 0.56
H -2.16 2.05 -3.65
H -3.28 2.24 -2.29
H -2.07 0.94 -2.29
*
```

---

Entry 5:
C40H44GeIN5O6STa | wB97M-V/def2-TZVPD

Properties
Strongest force on any atom, eV Å⁻¹: 1.99
Energy above the lowest of the compared OMol25 structures with the same formula, charge and spin, kcal/mol: 31.7
Total energy, eV: -138937.3051
Orbital gap (spin up / spin down), eV: 5.927 / 5.930
Lowest unoccupied orbital energy (spin up / spin down), hartree: 0.0429 / 0.0430

Geometry as ORCA input:
```
! RIJCOSX wB97M-V def2-TZVPD def2/J DEFGRID3
* xyz -1 1
Ta 0.79 -0.17 -0.15
C 4.69 -4.05 -2.09
C 3.47 -4.44 -2.63
C 2.30 -3.79 -2.28
C 2.31 -2.71 -1.39
C 3.54 -2.36 -0.81
C 4.71 -3.02 -1.16
N 1.13 -2.00 -1.11
N 0.06 -2.50 -1.78
C -1.14 -2.16 -1.34
C -2.27 -2.67 -2.05
C -3.52 -2.40 -1.60
C -3.69 -1.63 -0.43
C -2.57 -1.15 0.20
N -1.31 -1.38 -0.23
H 5.60 -4.55 -2.38
H 3.43 -5.27 -3.32
H 1.35 -4.11 -2.69
H 3.59 -1.57 -0.08
H 5.64 -2.72 -0.70
H -2.08 -3.26 -2.94
H -4.39 -2.76 -2.14
H -4.67 -1.40 -0.04
H -2.67 -0.55 1.10
C 1.38 2.40 1.72
N 0.48 2.50 0.57
C -0.86 2.99 0.98
C 1.05 3.28 -0.51
C 2.16 2.57 -1.26
C 2.97 3.37 -2.06
C 3.94 2.82 -2.87
C 4.11 1.44 -2.88
C 3.31 0.65 -2.07
C 2.33 1.18 -1.23
H 1.29 3.28 2.37
H 2.41 2.35 1.34
H 0.15 1.23 2.95
H -0.98 2.81 2.05
H -1.85 1.22 0.31
H -0.91 4.08 0.81
H 1.43 4.26 -0.14
H 0.25 3.49 -1.21
H 2.81 4.45 -2.06
H 4.56 3.45 -3.50
H 4.85 0.98 -3.52
H 3.46 -0.42 -2.12
C -1.75 -5.34 3.77
C -1.44 -3.91 4.11
C -1.43 -3.47 5.43
C -1.22 -2.14 5.74
C -1.02 -1.22 4.72
C -0.97 -1.65 3.41
C -1.20 -2.98 3.10
S -0.97 0.58 5.19
O -1.19 1.21 3.81
O -2.18 0.70 6.03
N 1.04 1.17 2.37
C 2.08 0.50 3.12
C 2.52 -0.75 2.37
O 3.32 -1.54 2.80
O 1.94 -0.84 1.19
H -1.56 -6.00 4.61
H -1.14 -5.68 2.93
H -2.80 -5.44 3.48
H -1.60 -4.19 6.23
H -1.25 -1.79 6.77
H -0.78 -0.92 2.63
H -1.20 -3.31 2.07
H 1.74 0.20 4.11
H 2.97 1.13 3.25
I 3.72 -0.04 -7.50
C 2.35 0.37 -5.95
C 1.82 -0.67 -5.21
C 0.93 -0.39 -4.19
C 0.58 0.93 -3.91
C 1.10 1.96 -4.68
C 1.99 1.69 -5.71
C -0.30 1.30 -2.74
O -0.98 2.30 -2.80
O -0.20 0.54 -1.67
H 2.12 -1.69 -5.41
H 0.52 -1.20 -3.62
H 0.81 2.98 -4.46
H 2.41 2.49 -6.29
C -4.38 1.56 2.46
Ge -3.78 2.74 1.00
C -3.73 4.60 1.69
C -5.04 2.68 -0.52
C -2.00 2.30 0.24
H -5.18 2.04 3.02
H -3.55 1.38 3.14
H -4.74 0.60 2.08
H -4.74 4.94 1.94
H -3.33 5.29 0.95
H -3.12 4.66 2.59
H -6.06 2.94 -0.23
H -5.05 1.67 -0.95
H -4.71 3.37 -1.30
H -1.99 2.55 -0.82
*
```